Record 1
Entry from OMol25: 2 unconnected molecules or ions with the total composition C31H32O7 in a non-equilibrium geometry (ωB97M-V with the def2-TZVPD basis set).

Summary:
**Calculated total energy**: -46995.44687 eV
**HOMO-LUMO gap**: 2.782 eV
**Multiplicity**: 1
**Lowest unoccupied orbital energy**: -2.564 eV

Structure (XYZ):
```
70
Properties=species:S:1:pos:R:3:forces:R:3:nbo_charge:R:1
C -6.038463 -0.187212 2.335787 -0.7 -0.5 -0.1 -0.065
C -5.072207 -1.359198 2.096475 -0.1 -0.6 -0.1 -0.459
C -3.726504 -0.716261 2.185972 -0.2 0.6 0.1 -0.089
C -3.917252 0.651003 2.478503 -0.8 -0.7 -0.3 0.412
O -5.259030 0.991731 2.575776 2.6 0.1 0.1 -0.448
C -2.801565 1.476495 2.648357 -0.9 0.5 0.2 -0.293
C -1.543300 0.954964 2.507145 0.0 -0.5 -0.1 -0.027
C -1.330082 -0.409596 2.170108 0.2 0.0 0.0 -0.187
C -0.054380 -1.014122 2.051035 0.2 0.8 0.1 0.132
C 1.233331 -0.421759 2.011032 -0.3 0.0 -0.1 -0.191
C 2.363776 -1.244909 2.249863 0.3 0.3 -0.1 -0.114
C 3.620055 -0.704212 2.250668 0.1 0.6 0.0 -0.028
C 3.823999 0.672106 2.010428 0.6 -0.6 0.3 0.392
O 5.162282 1.033362 2.089048 -2.5 0.0 -0.3 -0.454
C 5.919540 -0.134818 2.433331 0.7 -0.4 0.2 -0.066
C 4.951671 -1.325799 2.520627 0.1 -0.6 0.1 -0.473
C 2.722636 1.486043 1.732499 1.0 0.5 0.1 -0.297
C 1.463787 0.947173 1.712224 -0.1 -0.5 -0.1 -0.023
C -2.472088 -1.238798 2.036162 -0.3 0.3 0.1 -0.077
H -6.681319 0.000631 1.466349 0.2 0.0 0.2 0.201
H -6.685901 -0.351318 3.206267 0.2 0.1 -0.2 0.194
H -5.176305 -2.148566 2.850353 -0.1 0.2 -0.1 0.228
H -5.216072 -1.823266 1.114687 -0.1 0.1 0.2 0.242
H -2.954829 2.505577 2.923111 0.1 0.2 0.0 0.241
H -0.697307 1.580435 2.721623 0.0 0.2 0.1 0.216
H -0.062716 -2.092587 2.021515 0.0 -0.3 0.0 0.215
H 2.238320 -2.292731 2.460140 -0.1 -0.3 0.0 0.219
H 6.693004 -0.279855 1.669186 -0.3 0.1 0.1 0.200
H 6.424400 0.056566 3.388550 -0.2 0.0 -0.2 0.193
H 4.965246 -1.803065 3.507158 0.1 0.1 -0.2 0.229
H 5.182819 -2.099521 1.779824 0.0 0.1 0.1 0.235
H 2.885392 2.527999 1.524404 -0.1 0.2 -0.1 0.248
H 0.642897 1.549174 1.367611 0.0 0.2 -0.1 0.237
H -2.358184 -2.286120 1.820136 0.1 -0.3 -0.2 0.225
C 3.265151 -3.267551 -1.183024 0.1 0.5 0.0 -0.621
C 1.819111 -2.836587 -1.088910 -0.5 -0.7 -0.2 -0.066
O 1.675235 -1.439811 -1.176188 0.0 0.1 -0.1 -0.533
C 0.387354 -1.080289 -1.493702 -1.0 2.2 -0.7 0.757
C 0.083297 0.345313 -1.668435 3.4 -1.2 1.0 -0.450
C 1.175052 1.318179 -1.536835 -1.8 -1.0 -0.3 0.766
O 0.953876 2.516770 -1.424588 1.2 0.5 0.3 -0.708
O 2.458562 0.836284 -1.590395 -0.2 -0.1 0.1 -0.527
C 3.404263 1.872588 -1.541761 0.1 1.0 -0.1 -0.066
C 4.813320 1.328711 -1.496696 -0.2 -0.5 -0.1 -0.620
C -1.227617 0.777813 -2.043573 -1.2 0.2 -0.4 -0.047
C -1.578919 2.145581 -2.124085 0.4 -0.5 0.3 -0.234
C -2.779412 2.552349 -2.626718 -1.6 -0.4 -0.8 -0.254
C -3.726821 1.625003 -3.102698 0.8 -0.2 0.4 0.253
O -4.878868 2.096996 -3.699381 0.1 0.1 0.2 -0.508
C -5.671760 1.111577 -4.323946 0.0 0.2 0.0 -0.246
C -3.421249 0.262430 -2.952118 -1.3 1.4 -0.5 -0.335
C -2.225127 -0.140515 -2.440388 0.9 0.1 0.4 -0.175
O -0.482326 -1.930629 -1.623090 0.5 -1.3 0.6 -0.711
H 3.382990 -4.336582 -1.001637 -0.2 0.0 0.0 0.208
H 3.670995 -3.041189 -2.169018 0.0 0.0 0.0 0.216
H 3.867973 -2.726502 -0.455028 0.1 0.0 0.1 0.190
H 1.215977 -3.276095 -1.893189 0.2 -0.2 0.3 0.207
H 1.361519 -3.143346 -0.141159 0.1 -0.4 0.0 0.143
H 3.231987 2.499874 -2.425379 0.3 0.1 0.2 0.185
H 3.171615 2.486387 -0.662806 0.3 0.1 -0.3 0.169
H 5.558114 2.124450 -1.455277 -0.1 0.1 0.0 0.211
H 4.938099 0.690250 -0.621739 0.1 0.0 0.1 0.190
H 5.008085 0.715923 -2.377416 0.0 0.0 0.0 0.212
H -0.860913 2.875283 -1.795345 -0.2 0.1 -0.1 0.254
H -3.020990 3.597877 -2.688780 0.0 0.3 -0.1 0.205
H -6.523440 1.601689 -4.797027 0.1 0.1 0.1 0.188
H -5.088548 0.602323 -5.092292 0.0 -0.2 0.0 0.177
H -6.042363 0.396834 -3.588223 -0.1 -0.2 -0.1 0.163
H -4.151120 -0.470864 -3.238947 0.0 -0.3 -0.2 0.198
H -2.008725 -1.190090 -2.376165 -0.2 0.1 -0.1 0.243
```
Forces are in eV/Å.

***

Record 2
Entry from OMol25: C3H9N3S in the gas phase (ωB97M-V with the def2-TZVPD basis set).

Summary:
**Calculated total energy**: -18560.91236 eV
**HOMO-LUMO gap**: 8.995 eV
**Multiplicity**: 1
**Lowest unoccupied orbital energy**: 0.727 eV

Structure (XYZ):
```
16
Properties=species:S:1:pos:R:3:forces:R:3:nbo_charge:R:1
C -1.776141 -1.099436 0.518456 0.1 -0.3 0.0 -0.694
C -1.602093 0.163034 -0.255084 0.1 0.2 -0.1 0.136
S -2.858767 1.025352 -0.861852 -0.3 0.1 -0.1 -0.178
N -0.349068 0.612826 -0.435520 0.4 -0.1 0.0 -0.456
N 0.795213 -0.024701 0.082498 -0.5 0.1 0.0 -0.129
C 1.811014 -0.141481 -0.944541 0.0 -0.1 0.0 -0.420
N 1.323326 0.622586 1.210382 0.3 0.2 0.3 -0.659
H -1.904337 -0.861657 1.574965 0.0 0.0 0.0 0.238
H -0.902357 -1.737663 0.411241 0.0 -0.1 0.1 0.236
H -2.672173 -1.612954 0.181770 0.0 0.1 0.0 0.248
H -0.244609 1.488756 -0.948743 0.0 -0.1 0.1 0.383
H 1.406707 -0.728172 -1.766312 0.0 0.0 0.0 0.212
H 2.139631 0.836644 -1.321328 0.0 0.0 0.0 0.167
H 2.660816 -0.658836 -0.508487 0.0 0.0 0.0 0.224
H 1.472701 1.624995 1.063403 -0.2 -0.2 -0.1 0.329
H 0.700136 0.490706 1.999152 0.0 0.0 -0.1 0.362
```
Forces are in eV/Å.

***

Record 3
Entry from OMol25: C8H13N3O6 in the gas phase in a non-equilibrium geometry (ωB97M-V with the def2-TZVPD basis set).

Summary:
**Calculated total energy**: -25263.38212 eV
**HOMO-LUMO gap**: 9.882 eV
**Multiplicity**: 1
**Lowest unoccupied orbital energy**: 0.468 eV

Structure (XYZ):
```
30
Properties=species:S:1:pos:R:3:forces:R:3:nbo_charge:R:1
N 0.994123 2.588623 -3.352022 1.0 1.9 1.6 -0.796
C 1.202206 1.837391 -2.257147 -2.7 -1.2 2.6 0.693
O 1.196937 2.326658 -1.084617 0.9 -0.9 -3.2 -0.669
C 0.982278 0.268887 -2.480528 -0.5 2.3 0.3 -0.492
C 1.588306 -0.490200 -1.324209 0.6 0.7 0.7 -0.156
N 2.218054 -1.637997 -1.842320 -1.2 -1.3 -2.4 -0.821
C 0.606971 -0.868793 -0.185000 0.2 0.8 -1.9 0.672
O 0.264803 -2.028690 -0.052847 -0.1 -0.1 0.7 -0.640
N 0.083581 0.194051 0.440161 1.2 0.8 -0.4 -0.626
C -0.812126 0.001419 1.523049 0.3 2.6 1.2 -0.161
C -2.105288 -0.637307 1.107829 -0.9 0.9 1.3 -0.524
C -3.183596 -0.526764 2.257722 1.6 -2.0 -1.8 0.811
O -4.099991 -1.286657 2.345283 -0.7 0.1 0.1 -0.586
O -2.935570 0.450699 3.111229 -0.9 1.1 0.8 -0.686
C -0.121753 -0.704909 2.706954 1.6 1.4 0.7 0.803
O -0.580902 -1.505343 3.451492 -0.2 -0.4 -0.2 -0.543
O 1.152247 -0.106391 2.932667 -2.4 0.5 -2.1 -0.734
H 1.253843 3.568588 -3.184518 -0.5 -0.5 -0.5 0.407
H 1.011812 2.239646 -4.271024 0.2 -0.5 -0.9 0.401
H 1.488499 -0.011026 -3.393785 0.1 -0.2 -0.2 0.235
H -0.110583 0.104967 -2.601118 0.6 0.2 0.1 0.236
H 2.369426 0.210492 -0.956640 -0.4 -0.6 0.3 0.218
H 2.812864 -2.038440 -1.184836 1.0 -1.1 1.2 0.365
H 1.490001 -2.346662 -2.129656 1.2 0.9 0.7 0.371
H 0.587892 1.111017 0.337487 -0.7 -1.3 -0.1 0.459
H -0.972213 1.086407 1.854856 -0.1 -1.6 0.1 0.251
H -2.552135 -0.097033 0.262888 0.3 -0.1 0.1 0.238
H -1.802580 -1.621858 0.790935 -0.9 -0.7 0.2 0.277
H -3.737532 0.522185 3.683461 0.8 -0.1 -0.3 0.504
H 1.710423 -0.602961 3.494250 0.5 -1.2 1.3 0.493
```
Forces are in eV/Å.

***

Energy above the lowest of the compared OMol25 structures with the same formula, charge and spin, respectively: 1.027; 1.767; 1.113 eV.